Entry 1:
Below is an isolated molecule of C14H11FN6OS in a non-equilibrium geometry, with properties calculated with ωB97M-V/def2-TZVPD.

```
34
Properties=species:S:1:pos:R:3:forces:R:3
O 0.725482 3.284622 -0.462829 0.2 0.1 0.2
C -0.162655 2.557243 -0.835990 -0.4 0.2 -0.2
C -1.569362 2.621292 -0.246089 0.1 -0.3 0.2
S -1.680869 1.517955 1.203613 0.1 0.5 0.2
C -1.745664 -0.009372 0.412468 0.0 -0.7 -0.1
N -1.868375 -0.204072 -0.889930 -0.3 0.8 0.6
N -1.860074 -1.515335 -1.077988 0.0 -0.6 -0.7
N -1.741849 -2.141081 0.006737 0.0 -1.1 0.5
N -1.665647 -1.238853 1.005502 -0.2 1.5 -1.2
C -1.515630 -1.637293 2.335275 0.2 -0.6 0.9
C -1.058112 -2.927542 2.596198 0.0 0.2 0.0
C -0.919362 -3.319724 3.914091 -0.1 0.2 -0.1
C -1.243235 -2.410035 4.912305 0.1 -0.3 0.0
N -1.688798 -1.191947 4.662087 0.0 0.2 0.4
C -1.827113 -0.807178 3.409908 0.0 0.0 -0.6
N -0.037712 1.633007 -1.818746 0.1 -0.2 -0.4
C 1.227649 1.260302 -2.326911 0.2 0.1 0.1
C 1.517104 1.360008 -3.680556 0.1 0.0 0.2
C 2.767727 1.006029 -4.154563 0.0 0.0 -0.1
C 3.745047 0.555928 -3.282598 0.0 0.0 0.0
C 3.470447 0.435278 -1.931411 -0.1 0.0 0.2
C 2.215233 0.780741 -1.470661 -0.1 -0.1 -0.1
F 1.920454 0.607716 -0.165913 0.1 0.1 -0.2
H -1.750159 3.617340 0.155671 0.0 -0.1 -0.1
H -2.345528 2.333344 -0.952090 0.0 0.1 0.0
H -0.826310 -3.586805 1.773901 0.0 0.0 0.0
H -0.566008 -4.308334 4.159968 0.0 -0.1 0.0
H -1.147754 -2.665132 5.958625 0.0 -0.1 0.1
H -2.207960 0.193918 3.263465 -0.1 0.0 -0.1
H -0.827468 1.025142 -2.025286 0.2 0.2 0.2
H 0.753498 1.721209 -4.351918 -0.1 0.1 0.0
H 2.981982 1.089182 -5.208832 0.0 0.0 -0.1
H 4.722696 0.290388 -3.653720 0.1 0.0 0.0
H 4.208323 0.072061 -1.233782 0.1 0.0 0.1
```
Forces are in eV/Å.

Results
Largest force on an atom, hartree/bohr: 0.03721
SMILES string: O=C(CSc1nnnn1-c1cccnc1)Nc1ccccc1F
Electronic energy, Ha: -1441.91059
Kohn-Sham gap, eV: 9.246
Highest occupied orbital energy, Ha: -0.336
Energy above the lowest of the compared OMol25 structures with the same formula, charge and spin, eV: 0.000
LUMO level, eV: 0.11

Entry 2:
Below is a structure of composition C14H11IrN6O2, with properties calculated with ωB97M-V/def2-TZVPD.

```
34
Properties=species:S:1:pos:R:3:forces:R:3
Ir 0.189151 1.700271 0.163282 0.0 0.0 0.0
N 2.817875 -0.731708 -2.286561 0.0 0.0 0.0
C 2.245769 0.331694 -1.754637 0.0 0.0 0.0
N 1.294597 0.255338 -0.845672 0.0 0.0 0.0
C 0.874677 -1.006290 -0.421495 0.0 0.0 0.0
N -0.080076 -1.074967 0.505979 0.0 0.0 0.0
N -0.503493 0.087737 0.886741 0.0 0.0 0.0
C -1.502899 0.245491 1.881078 0.0 0.0 0.0
C -1.840173 1.552564 2.160513 0.0 0.0 0.0
C -2.814654 1.921196 3.122781 0.0 0.0 0.0
C -3.082423 3.247460 3.343339 0.0 0.0 0.0
C -2.386478 4.218026 2.615866 0.0 0.0 0.0
C -1.439071 3.821457 1.684256 0.0 0.0 0.0
N -1.160260 2.542240 1.443824 0.0 0.0 0.0
C 1.462401 -2.189519 -0.965025 0.0 0.0 0.0
C 1.084313 -3.486181 -0.579832 0.0 0.0 0.0
C 1.702570 -4.568192 -1.155164 0.0 0.0 0.0
C 2.705549 -4.390440 -2.121249 0.0 0.0 0.0
C 3.095107 -3.129191 -2.515980 0.0 0.0 0.0
C 2.468927 -2.034610 -1.933085 0.0 0.0 0.0
H 3.543036 -0.593251 -2.980058 0.0 0.0 0.0
H 2.582290 1.303848 -2.089174 0.0 0.0 0.0
H -1.912083 -0.636957 2.347816 0.0 0.0 0.0
H -3.328715 1.142251 3.668554 0.0 0.0 0.0
H -3.822630 3.541266 4.074547 0.0 0.0 0.0
H -2.568780 5.271976 2.766021 0.0 0.0 0.0
H -0.883727 4.554403 1.112614 0.0 0.0 0.0
H 0.312035 -3.612632 0.165045 0.0 0.0 0.0
H 1.417269 -5.569160 -0.863341 0.0 0.0 0.0
H 3.180987 -5.255674 -2.562602 0.0 0.0 0.0
H 3.869323 -2.991655 -3.260082 0.0 0.0 0.0
O -3.593644 1.787061 -1.975479 0.0 0.0 -0.1
N -2.494951 2.159840 -1.868350 0.0 0.0 0.1
O -1.431819 1.586306 -1.764470 0.0 0.0 -0.1
```
Forces are in eV/Å.

Results
Largest force on an atom, hartree/bohr: 0.00295
2S+1: 5
Net charge: +2
Electronic energy, Ha: -1122.68116
Kohn-Sham gap (alpha / beta), eV: 6.006 / 6.229
Highest occupied orbital energy (alpha / beta), Ha: -0.490 / -0.573
Energy above the lowest of the compared OMol25 structures with the same formula, charge and spin, eV: 0.000
LUMO level (alpha / beta), eV: -7.33 / -9.37

Entry 3:
Below is an isolated molecule of C14H12 in a non-equilibrium geometry, with properties calculated with ωB97M-V/def2-TZVPD.

```
26
Properties=species:S:1:pos:R:3:forces:R:3
C -0.849234 -3.101074 1.736574 0.5 -3.1 -0.6
C -0.571050 -3.682115 0.473240 -0.5 2.6 0.1
C -0.165869 -2.754626 -0.495699 0.8 2.3 -1.3
C 0.251397 -1.355796 -0.205950 -3.8 -5.2 3.1
C 0.101183 -1.011663 1.207086 3.0 3.8 -4.8
C -0.582052 -1.836538 2.031853 0.3 2.3 0.3
C 0.767989 0.459401 1.474578 -3.2 -0.5 -0.8
C 0.250587 1.405628 0.227305 1.8 -3.0 -1.4
C -0.358542 2.594697 0.446537 -1.7 2.5 -0.6
C -0.747342 3.598191 -0.580460 2.9 -3.5 -1.6
C -0.169979 3.265069 -1.893606 -0.2 -0.6 1.6
C 0.360213 1.913019 -2.200130 0.8 1.1 0.1
C 0.470742 0.881335 -1.168860 -0.7 5.4 1.4
C 0.759642 -0.516222 -1.283630 3.4 -2.1 -1.0
H -0.986963 -3.556372 2.698587 -1.1 -1.6 -0.3
H -0.953939 -4.624626 0.164605 0.2 -0.8 0.1
H -0.138253 -2.928113 -1.616793 -0.1 -0.5 1.5
H -1.058728 -1.470186 2.900241 0.4 0.5 1.4
H 0.269901 0.791561 2.390500 0.0 0.4 -0.1
H 1.849873 0.501772 1.748804 -0.7 -0.4 -1.0
H -0.605870 2.732942 1.494168 -0.1 0.6 0.0
H -1.299536 4.526477 -0.428878 0.4 -0.4 0.3
H -0.040716 4.083492 -2.665780 -0.6 -1.3 0.8
H 0.879568 1.884469 -3.288176 -1.6 -0.7 2.7
H 0.802688 -0.910640 -2.369332 -0.5 0.3 2.0
H 1.764292 -0.890084 -0.796781 0.1 1.8 -1.7
```
Forces are in eV/Å.

Results
Largest force on an atom, hartree/bohr: 0.13890
SMILES string: c1ccc2c(c1)Cc1ccccc1C2
Electronic energy, Ha: -540.52850
Kohn-Sham gap, eV: 8.789
Highest occupied orbital energy, Ha: -0.298
Energy above the lowest of the compared OMol25 structures with the same formula, charge and spin, eV: 2.815
LUMO level, eV: 0.68

Entry 4:
Below is a structure of composition C14H12AsIrN3O7S2 in a non-equilibrium geometry, with properties calculated with ωB97M-V/def2-TZVPD.

```
40
Properties=species:S:1:pos:R:3:forces:R:3
Ir 0.081046 0.207647 -0.194276 -0.5 -1.0 0.9
N 3.727991 0.647538 1.848436 -0.1 -0.2 -0.2
C 2.481225 0.276073 1.480789 -0.3 0.0 1.3
S 2.211311 -0.256037 -0.146703 1.1 -0.7 -0.9
N 1.530746 0.257340 2.385644 0.5 -0.2 -0.9
N 0.356320 -0.162072 1.785830 -0.7 1.8 1.2
C -0.602296 -0.485051 2.610569 0.8 -0.1 -0.3
C -1.830532 -1.041947 2.185136 -0.5 0.1 0.1
C -2.839996 -1.336940 3.137561 0.4 0.2 -0.1
C -4.047851 -1.823503 2.738864 -0.3 -0.1 -0.3
C -4.305948 -2.010978 1.359457 -0.1 0.0 0.4
C -3.343877 -1.774416 0.421192 0.4 0.0 -0.1
C -2.063742 -1.335744 0.828581 -0.4 -0.2 0.3
O -1.137159 -1.246597 -0.094245 -0.3 -0.7 -0.7
H 4.431394 0.811370 1.153352 0.0 0.1 0.0
H 3.864870 1.001592 2.778030 0.0 0.0 0.0
H -0.395613 -0.340643 3.665957 0.1 -0.2 0.0
H -2.627932 -1.166520 4.186489 0.0 0.0 0.0
H -4.814037 -2.054355 3.466375 0.0 0.0 0.0
H -5.291470 -2.331346 1.046085 0.0 0.0 0.0
H -3.508845 -1.865862 -0.643554 0.0 0.0 0.0
O -1.668266 0.156580 -4.500576 0.3 0.1 0.0
As -1.644250 0.676498 -2.821893 -0.4 -0.7 0.2
O -3.053668 0.235823 -2.132616 0.2 0.2 -0.1
O -0.219032 -0.031246 -2.185006 0.0 1.0 -0.5
C -1.229583 2.541709 -3.065133 0.1 0.2 0.2
C -1.295327 3.055626 -4.352712 0.0 0.1 0.1
C -0.998969 4.392642 -4.591928 0.0 0.0 0.0
C -0.642287 5.228932 -3.550651 0.0 0.1 0.0
C -0.563011 4.732591 -2.257623 0.0 0.0 0.0
C -0.847052 3.396258 -2.019464 0.0 -0.1 -0.2
S -0.593628 2.851799 -0.352778 -0.1 -0.2 -0.1
O 0.756037 2.163035 -0.330965 0.0 0.6 -0.2
O -0.691394 3.982753 0.499436 0.0 0.1 0.1
O -1.527382 1.712630 -0.093585 0.0 0.1 -0.2
H -2.035030 -0.735968 -4.508499 -0.1 0.0 -0.1
H -1.582847 2.406703 -5.167389 0.0 0.0 0.0
H -1.053544 4.778014 -5.601702 0.0 0.0 0.0
H -0.423451 6.271738 -3.738252 0.0 0.0 0.0
H -0.288221 5.371931 -1.430534 0.0 0.0 0.0
```
Forces are in eV/Å.

Results
Largest force on an atom, hartree/bohr: 0.04388
2S+1: 2
Electronic energy, Ha: -4368.11174
Kohn-Sham gap (alpha / beta), eV: 7.643 / 6.386
Highest occupied orbital energy (alpha / beta), Ha: -0.301 / -0.318
Energy above the lowest of the compared OMol25 structures with the same formula, charge and spin, eV: 0.000
LUMO level (alpha / beta), eV: -0.54 / -2.26

Entry 5:
Below is a structure of composition C14H12AsMoN5O7S4 in a non-equilibrium geometry, with properties calculated with ωB97M-V/def2-TZVPD.

```
44
Properties=species:S:1:pos:R:3:forces:R:3
Mo 0.287813 -0.274203 -0.200956 0.5 0.5 1.2
N -1.300999 1.336779 0.073174 0.0 0.1 0.0
C -2.652379 1.030021 0.570800 0.0 0.0 0.1
C -3.277687 -0.101763 -0.216352 -0.2 -0.1 0.0
C -2.596435 -1.433344 0.097319 -0.1 0.1 0.0
O -3.198738 -2.488416 0.001401 -0.1 0.1 0.0
O -1.369575 -1.323268 0.503208 0.0 -0.2 -0.2
H -0.794771 1.887028 0.765824 0.0 0.1 0.0
H -1.348342 1.916199 -0.759955 0.0 0.0 0.0
H -3.267075 1.934777 0.522441 0.0 -0.1 0.0
H -2.561279 0.759749 1.622954 0.0 0.0 0.0
H -3.203846 0.088562 -1.290693 0.0 0.0 0.0
H -4.340318 -0.198418 0.013249 0.0 0.0 0.0
S 3.440625 2.700294 1.276322 0.1 0.1 0.0
As 3.219463 1.683091 -0.523290 -0.4 -0.3 -0.4
S 2.728578 -0.470475 -0.232869 0.2 0.0 0.1
S 1.053945 1.804353 -1.217297 0.1 0.1 -0.1
S 4.486459 1.932666 -2.177213 0.1 0.1 0.1
N 0.980693 -1.735068 2.756905 -0.1 0.2 0.0
C 0.421848 -0.512138 2.808820 0.2 -0.2 -0.1
O 0.456250 0.240829 1.777438 -0.3 0.1 -0.1
C -0.171580 -0.039395 4.005044 0.2 -0.2 -0.3
C -0.859552 1.186110 3.989246 -0.2 0.2 0.1
N -1.454623 2.177083 3.972842 0.0 0.0 0.0
C -0.152945 -0.838515 5.159072 0.0 0.1 0.3
N -0.106089 -1.509702 6.100183 0.0 -0.1 0.0
H 1.240555 -2.097632 1.849313 0.0 -0.1 0.0
H 0.797315 -2.386350 3.500066 0.0 0.0 0.0
O 1.680213 -4.085650 -1.209873 0.0 0.0 0.0
C 1.235069 -2.953418 -1.201963 0.1 -0.1 -0.2
O 0.817358 -2.306299 -0.169435 -0.1 -0.1 0.1
C 1.134065 -2.170957 -2.497017 -0.1 0.2 -0.1
C 2.002112 -2.446901 -3.552679 -0.1 0.0 0.2
C 1.982664 -1.676356 -4.696597 0.0 0.1 -0.2
C 1.081883 -0.623223 -4.836112 0.1 -0.1 0.2
C 0.214864 -0.388052 -3.797245 -0.4 0.4 0.3
C 0.226999 -1.120718 -2.614041 0.3 -0.6 -0.7
N -0.768599 0.716257 -3.932120 0.2 -0.5 0.1
O -1.642814 0.791666 -3.091283 -0.1 0.0 0.2
O -0.667974 1.455219 -4.882112 0.0 0.2 -0.2
H 2.698700 -3.262840 -3.419844 0.0 0.0 0.0
H 2.685620 -1.869858 -5.496205 0.0 0.0 0.0
H 1.064234 0.001775 -5.715140 0.0 0.0 0.0
H -0.601338 -1.016304 -1.899792 -0.2 0.1 -0.2
```
Forces are in eV/Å.

Results
Largest force on an atom, hartree/bohr: 0.02628
2S+1: 3
Net charge: -2
Electronic energy, Ha: -5238.08065
Kohn-Sham gap (alpha / beta), eV: 5.597 / 5.668
Highest occupied orbital energy (alpha / beta), Ha: -0.084 / -0.087
Energy above the lowest of the compared OMol25 structures with the same formula, charge and spin, eV: 1.754
LUMO level (alpha / beta), eV: 3.30 / 3.29

Entry 6:
Below is a structure of composition C14H12Br2CaNO in a non-equilibrium geometry, with properties calculated with ωB97M-V/def2-TZVPD.

```
31
Properties=species:S:1:pos:R:3:forces:R:3
Ca 5.379066 7.306805 10.803997 1.2 1.0 -1.0
Br 5.407162 6.792199 13.745548 -1.2 -1.7 -1.3
C 4.843545 5.167021 12.621424 1.4 0.2 -1.7
Br 3.665381 5.245836 10.804538 0.0 -0.4 2.2
H 4.354425 4.387319 13.160764 -0.5 0.1 0.7
H 5.772041 4.776128 12.132226 -0.6 0.6 0.7
N 5.207499 6.502204 8.159811 -2.0 0.8 0.5
C 6.254908 6.916613 7.311613 0.1 0.1 -0.7
C 5.960393 7.503129 6.077419 0.5 1.9 0.4
C 6.921937 8.353300 5.463000 0.5 -1.1 0.1
C 8.241268 8.399213 5.995160 -0.3 0.2 -0.1
C 8.568745 7.587903 7.066755 -1.1 -0.6 1.0
C 7.560421 6.829114 7.742215 1.3 1.0 -1.6
C 8.004835 6.140424 8.926045 1.1 -2.0 0.8
C 9.028983 5.135795 8.850053 -1.2 1.2 -0.6
C 9.548011 4.669216 10.035168 0.3 -1.6 -0.1
C 9.165242 5.173588 11.263974 0.8 -0.1 0.9
C 8.191377 6.140777 11.305225 -0.5 -0.4 -0.8
C 7.490535 6.519618 10.152054 -0.5 1.2 0.7
H 4.247887 6.591858 7.784227 1.1 -0.2 -0.1
H 5.292403 5.639940 8.650605 0.5 -0.9 -0.2
H 4.899876 7.545342 5.825140 0.3 -0.1 -0.5
H 6.721016 8.875209 4.516450 -0.2 -0.2 0.7
H 9.021113 9.098688 5.648890 -0.7 -0.5 -0.2
H 9.530181 7.587539 7.600256 -0.3 0.1 -0.8
H 9.309065 4.755429 7.848628 0.1 0.2 0.8
H 10.175901 3.774643 10.045844 0.2 0.5 -0.2
H 9.664704 4.800078 12.176866 -0.3 0.3 -0.6
H 7.924228 6.642947 12.204971 0.0 0.0 1.1
O 4.161688 10.696424 9.592826 0.7 -5.9 2.5
C 4.306661 9.623067 10.046104 -0.7 6.2 -2.6
```
Forces are in eV/Å.

Results
Largest force on an atom, hartree/bohr: 0.13170
Net charge: +1
Electronic energy, Ha: -6496.02969
Kohn-Sham gap, eV: 4.923
Highest occupied orbital energy, Ha: -0.388
Energy above the lowest of the compared OMol25 structures with the same formula, charge and spin, eV: 1.208
LUMO level, eV: -5.63